[1]
The following is a DFT calculation (the ωB97M-V functional and the def2-TZVPD basis) of a molecular structure, C31H37As3Cl2F5NO2Pt.

```
82
Properties=species:S:1:pos:R:3:mulliken_charge:R:1
Pt 0.170 0.317 -0.327 1.232
C -0.622 -3.484 -0.816 -1.358
As -0.614 -1.646 -1.450 0.613
C -2.504 -1.289 -1.618 -1.204
C -0.076 -1.953 -3.306 -1.500
C 0.552 -0.781 -4.080 3.030
C -0.313 0.475 -4.037 -1.357
C 1.945 -0.514 -3.487 -2.080
As 2.084 0.201 -1.669 0.861
C 3.423 1.576 -1.908 -1.519
C 3.176 -1.181 -0.848 -1.312
C 0.801 -1.240 -5.532 -2.131
As -0.571 -1.503 -6.944 0.307
C -1.047 0.359 -7.350 -1.105
C -2.225 -1.996 -6.005 -1.056
H -1.154 -4.119 -1.526 0.426
H -1.120 -3.519 0.152 0.393
H 0.401 -3.836 -0.700 0.343
H -2.972 -2.103 -2.174 0.504
H -2.652 -0.342 -2.133 0.322
H -2.931 -1.205 -0.620 0.250
H -0.968 -2.320 -3.815 0.515
H 0.634 -2.785 -3.272 0.464
H -0.489 0.824 -3.014 -0.365
H -1.282 0.297 -4.499 0.061
H 0.168 1.290 -4.583 0.479
H 2.516 0.164 -4.125 0.666
H 2.496 -1.459 -3.455 0.558
H 4.330 1.089 -2.269 0.498
H 3.615 2.068 -0.958 0.435
H 3.079 2.314 -2.627 0.431
H 4.050 -1.372 -1.474 0.473
H 2.586 -2.089 -0.740 0.272
H 3.498 -0.856 0.141 0.419
H 1.339 -2.193 -5.505 0.452
H 1.485 -0.533 -6.015 0.555
H -0.137 0.944 -7.477 0.318
H -1.665 0.823 -6.585 0.302
H -1.587 0.366 -8.296 0.397
H -2.186 -3.038 -5.690 0.313
H -3.025 -1.900 -6.740 0.419
H -2.464 -1.361 -5.153 0.241
Cl 3.174 0.882 4.122 -0.180
C 2.617 0.953 5.767 0.479
C 3.530 1.255 6.760 -0.648
C 3.113 1.303 8.081 -0.406
C 1.781 1.082 8.385 -0.628
C 0.873 0.811 7.376 1.008
Cl -0.803 0.675 7.800 -0.195
C 1.262 0.704 6.035 -0.682
N 0.371 0.431 5.011 0.548
C -0.480 -0.686 4.996 0.323
C -0.214 -1.814 5.770 -0.173
C -1.049 -2.916 5.713 -0.717
C -2.148 -2.918 4.867 -0.774
C -2.406 -1.799 4.089 -0.556
C -1.597 -0.674 4.151 0.297
C -1.883 0.536 3.298 -1.502
C -0.935 0.562 2.127 1.070
O -1.317 -0.070 1.062 -0.735
O 0.172 1.107 2.191 -1.031
H 4.560 1.434 6.489 0.406
H 3.821 1.525 8.866 0.366
H 1.423 1.147 9.402 0.418
H 0.602 0.813 4.096 -0.115
H 0.651 -1.819 6.420 0.510
H -0.832 -3.781 6.325 0.391
H -2.798 -3.780 4.813 0.397
H -3.264 -1.785 3.428 0.418
H -1.709 1.444 3.879 0.388
H -2.911 0.516 2.941 0.519
F -2.799 1.662 -0.233 -0.320
C -1.899 2.602 -0.596 0.985
C -0.538 2.323 -0.672 -1.660
C 0.211 3.407 -1.088 0.631
F 1.559 3.306 -1.192 -0.251
C -0.297 4.654 -1.414 -0.055
F 0.510 5.650 -1.805 -0.321
C -1.658 4.871 -1.330 0.899
F -2.183 6.059 -1.643 -0.309
C -2.466 3.828 -0.917 -0.044
F -3.790 4.010 -0.837 -0.313
```

Output
E_HOMO: -0.28073 Ha
Net charge: 0
E: -9655.04501 hartree
LUMO level: -0.03 eV
Strongest force on any atom: 0.0275 Eh/bohr
Energy relative to the best compared isomer or geometry (same formula, charge and spin): 0.0000 eV

---

[2]
The following is a DFT calculation (the ωB97M-V functional and the def2-TZVPD basis) of a molecular structure, C31H37CoN7O2SSbSe.

```
81
Properties=species:S:1:pos:R:3:mulliken_charge:R:1
Co -0.065 0.000 1.300 0.843
O 0.340 3.187 -1.767 -0.586
C -0.689 3.984 -1.395 0.140
C -0.812 5.241 -1.977 -0.612
C -1.866 6.059 -1.626 -0.421
C -2.816 5.646 -0.691 -0.802
C -2.699 4.410 -0.099 -0.438
C -1.629 3.563 -0.430 0.024
C -1.453 2.285 0.244 0.880
O -0.505 1.484 -0.115 -0.137
N -2.287 1.980 1.245 -1.451
N -1.899 0.886 1.872 1.295
C -2.513 0.382 2.881 -0.959
C -1.904 -0.797 3.464 0.973
C -2.330 -1.343 4.673 -1.056
C -1.661 -2.431 5.199 -0.483
C -0.600 -2.980 4.486 -0.988
C -0.253 -2.410 3.278 -0.528
N -0.867 -1.333 2.778 0.688
H 0.199 2.336 -1.306 0.155
H -0.073 5.549 -2.704 0.484
H -1.958 7.033 -2.089 0.410
H -3.639 6.296 -0.432 0.441
H -3.419 4.071 0.630 0.491
H -3.407 0.824 3.310 0.458
H -3.172 -0.893 5.182 0.534
H -1.960 -2.850 6.150 0.453
H -0.058 -3.839 4.855 0.506
H 0.540 -2.829 2.671 0.493
C -4.839 -2.948 -0.834 -1.097
C -4.105 -2.359 0.359 -0.724
Sb -2.050 -1.834 -0.192 0.169
C -1.156 -3.818 -0.147 -0.337
C -0.837 -4.357 -1.536 -1.137
C -2.156 -1.418 -2.324 -0.580
C -2.694 -0.019 -2.599 -1.074
H -5.855 -3.208 -0.530 0.402
H -4.361 -3.859 -1.198 0.301
H -4.914 -2.237 -1.656 0.276
H -3.996 -3.079 1.170 0.491
H -4.593 -1.465 0.743 0.468
H -1.867 -4.455 0.381 0.544
H -0.250 -3.749 0.455 0.146
H -1.740 -4.499 -2.128 0.322
H -0.338 -5.323 -1.447 0.430
H -0.170 -3.684 -2.077 0.160
H -2.795 -2.191 -2.753 0.561
H -1.143 -1.545 -2.704 0.361
H -3.727 0.087 -2.265 0.321
H -2.670 0.185 -3.670 0.455
H -2.097 0.745 -2.100 0.094
S 1.010 1.620 2.907 -0.524
C 2.216 0.611 3.496 0.099
N 3.120 1.107 4.401 0.027
C 4.147 0.377 4.878 -0.143
C 4.295 -0.913 4.466 -0.913
C 3.330 -1.399 3.570 0.163
N 2.329 -0.674 3.117 -0.054
H 2.993 2.068 4.693 0.277
H 4.815 0.858 5.578 0.422
H 5.106 -1.531 4.816 0.427
H 3.383 -2.421 3.206 0.472
C 3.014 -1.955 -3.010 -0.963
N 2.916 -0.578 -2.560 0.297
C 2.196 -0.114 -1.526 -0.266
Se 1.271 -1.189 -0.316 -0.498
N 2.330 1.220 -1.483 0.337
C 3.155 1.647 -2.513 0.397
C 3.606 2.901 -2.899 -0.659
C 4.457 2.946 -3.987 -0.587
C 4.851 1.785 -4.666 -0.675
C 4.397 0.537 -4.285 -0.659
C 3.538 0.492 -3.195 0.452
H 2.520 -2.604 -2.295 0.266
H 4.060 -2.245 -3.092 0.366
H 2.542 -2.060 -3.986 0.348
H 1.847 1.823 -0.832 0.481
H 3.309 3.797 -2.373 0.459
H 4.832 3.900 -4.330 0.421
H 5.523 1.870 -5.508 0.420
H 4.698 -0.361 -4.808 0.454
```

Output
E_HOMO (alpha / beta): -0.45790 / -0.45780 Ha
Net charge: +2
E: -6159.43591 hartree
LUMO level (alpha / beta): -5.45 / -7.81 eV
Strongest force on any atom: 0.0254 Eh/bohr
2S+1: 5
Energy relative to the best compared isomer or geometry (same formula, charge and spin): 0.2098 eV

---

[3]
The following is a DFT calculation (the ωB97M-V functional and the def2-TZVPD basis) of a molecular structure, C31H37InN8O3P.

```
81
Properties=species:S:1:pos:R:3:mulliken_charge:R:1
N 3.617 -2.795 0.365 -0.544
C 2.784 -2.030 -0.684 -0.621
In 0.725 -1.735 0.211 0.632
O 0.158 0.259 -0.095 -0.372
N -0.979 0.521 0.594 0.129
O -0.913 0.037 1.736 -0.361
P -1.089 -3.221 -0.753 0.230
O -2.270 -3.514 0.294 -0.727
H 3.218 -3.778 0.452 0.226
H 3.441 -2.292 1.286 0.197
H 2.724 -2.653 -1.693 0.249
H 3.364 -1.012 -0.908 0.176
H 0.811 -2.010 1.983 -0.327
H -1.734 -2.586 -1.892 0.016
H -0.601 -4.501 -1.235 0.014
N 2.845 3.263 -3.705 -0.616
C 3.075 4.305 -2.876 -0.476
C 2.654 4.347 -1.557 -0.461
C 1.952 3.256 -1.054 0.116
C 1.699 2.169 -1.884 -0.435
C 2.163 2.218 -3.188 -0.392
H 3.623 5.133 -3.316 0.341
H 2.869 5.209 -0.936 0.635
H 1.606 3.254 -0.025 0.373
H 1.154 1.304 -1.523 0.593
H 1.993 1.392 -3.874 0.391
N -4.696 -3.260 -2.355 -0.372
C -5.086 -3.770 -1.166 -0.179
C -6.255 -4.491 -0.983 -0.471
C -7.078 -4.700 -2.085 -0.270
C -6.704 -4.186 -3.322 -0.409
C -5.514 -3.481 -3.406 -0.266
H -4.412 -3.577 -0.336 0.445
H -6.518 -4.879 -0.006 0.313
H -8.003 -5.260 -1.980 0.512
H -7.323 -4.332 -4.200 0.352
H -5.176 -3.064 -4.351 0.341
N 5.756 -0.725 1.572 -0.247
C 5.774 0.406 2.311 -0.289
C 6.899 1.196 2.483 -0.432
C 8.080 0.804 1.864 -0.211
C 8.094 -0.357 1.098 -0.464
C 6.918 -1.080 0.982 -0.254
H 4.828 0.668 2.777 0.426
H 6.854 2.097 3.086 0.386
H 8.983 1.397 1.976 0.344
H 8.999 -0.691 0.602 0.357
H 6.877 -1.992 0.392 0.377
N -7.388 -9.152 -2.089 -0.562
C -7.159 -8.110 -1.260 -0.249
C -7.579 -8.068 0.060 -0.138
C -8.281 -9.159 0.562 -0.395
C -8.535 -10.246 -0.267 -0.307
C -8.071 -10.197 -1.572 -0.236
H -6.610 -7.282 -1.699 0.552
H -7.365 -7.206 0.681 0.280
H -8.628 -9.161 1.591 0.362
H -9.080 -11.111 0.094 0.353
H -8.240 -11.023 -2.258 0.355
N 2.601 3.619 2.175 -0.091
C 1.554 3.646 3.029 -0.176
C 1.608 4.203 4.297 -0.705
C 2.809 4.764 4.719 -0.112
C 3.905 4.750 3.862 -0.591
C 3.752 4.174 2.612 -0.423
H 0.640 3.193 2.655 0.427
H 0.735 4.198 4.940 0.407
H 2.889 5.209 5.706 0.368
H 4.855 5.179 4.161 0.382
H 4.578 4.142 1.906 0.513
N 0.448 9.908 0.125 -0.590
C 0.379 9.614 -1.192 -0.177
C 0.519 8.334 -1.704 -0.549
C 0.747 7.290 -0.814 -0.122
C 0.825 7.561 0.548 -0.321
C 0.669 8.873 0.965 -0.278
H 0.202 10.463 -1.846 0.347
H 0.452 8.156 -2.771 0.362
H 0.864 6.274 -1.179 0.530
H 1.003 6.770 1.267 0.447
H 0.718 9.135 2.018 0.358
```

Output
E_HOMO: -0.16688 Ha
Net charge: -1
E: -2398.59465 hartree
LUMO level: 2.17 eV
Strongest force on any atom: 0.0833 Eh/bohr